1.
C7H7Cl2N2O4 | wB97M-V/def2-TZVPD

Atoms and positions in Å:
C: 0.90528 -1.89296 -0.01091
C: -0.34715 -1.86899 0.71661
C: 1.35441 -0.37372 -3.14001
C: -1.56100 0.99445 2.20536
C: 0.10402 0.18001 -0.30689
C: 2.09475 -0.42737 -1.60059
C: -1.92071 -0.06762 1.14212
N: 1.17037 -0.74117 -0.60736
N: -0.77304 -0.62643 0.50322
O: 0.24195 0.12014 -3.11616
O: -0.49581 0.78694 2.92627
O: 2.08732 -0.81269 -3.99210
O: -2.25533 1.97466 2.33108
Cl: 1.92236 -3.21439 -0.18239
Cl: 1.07731 -1.64756 2.83393
H: 0.48032 1.07332 0.20579
H: -0.36363 0.46956 -1.26794
H: 2.48063 0.58320 -1.47819
H: 2.89311 -1.16179 -1.66211
H: -2.58801 0.39914 0.40957
H: -2.44235 -0.88708 1.64438
H: 0.00456 -0.11073 2.83223

- Frontier orbital gap (spin up / spin down): 7.29 / 7.29 eV
- Energy relative to the best compared isomer or geometry (same formula, charge and spin): 0.0 kcal/mol
- Lowest unoccupied orbital energy (spin up / spin down): 0.0701 / 0.0701 Eh
- Calculated total energy: -43588.469 eV
- Charge: -1
- E_HOMO (spin up / spin down): -5.4 / -5.4 eV

***

2.
C2H4ClNO2 | wB97M-V/def2-TZVPD

Atoms and positions in Å:
N: -0.12156 -0.19690 0.38575
C: 0.83460 0.61850 -0.19995
Cl: 2.44870 0.67660 0.53057
C: 1.12730 -0.43979 -1.73853
O: 2.14633 -0.34037 -2.37536
O: 0.10589 -1.18688 -1.77688
H: -0.62348 0.35226 1.07402
H: 0.16865 -1.04508 0.81494
H: 0.28777 1.57968 -0.53181
H: -0.50694 -0.92961 -1.04438

- Frontier orbital gap: 9.84 eV
- Energy relative to the best compared isomer or geometry (same formula, charge and spin): 19.4 kcal/mol
- Lowest unoccupied orbital energy: 0.0197 Eh
- SMILES: N[C@@H](Cl)C(=O)O
- Calculated total energy: -20245.382 eV
- E_HOMO: -9.3 eV

***

3.
CH10BINO2P | wB97M-V/def2-TZVPD

Atoms and positions in Å:
N: 2.24779 0.53059 1.06406
B: 1.31001 1.59487 0.83210
O: 1.77465 2.82417 0.49080
P: -0.66516 1.21648 0.88736
I: -3.50753 0.63550 0.85863
H: 2.69274 0.06889 0.27855
H: 1.88907 -0.21403 1.65548
H: 1.18900 3.57304 0.60204
H: -1.20677 2.48157 0.69357
H: -0.80395 0.60522 2.12528
H: -0.68424 0.33637 -0.19828
C: -0.44767 -2.51377 -1.64904
O: -1.06595 -1.24906 -1.47916
H: 0.50035 -2.33840 -2.15530
H: -0.24864 -3.00833 -0.69394
H: -1.05158 -3.17999 -2.26935
H: -1.92211 -1.36314 -1.04279

- Frontier orbital gap: 7.69 eV
- Lowest unoccupied orbital energy: -0.0085 Eh
- SMILES: NB(O)[PH3]I.CO
- Calculated total energy: -24850.563 eV
- E_HOMO: -7.9 eV

***

4.
C23H50BN2O7 | wB97M-V/def2-TZVPD

Atoms and positions in Å:
C: -1.83138 -3.65799 -0.84468
C: -0.34124 -3.99165 -1.08738
C: 0.68971 -3.15401 -0.23535
C: 0.39960 -1.65475 -0.17758
C: 0.53007 -0.97729 -1.40178
C: 0.94776 -1.67387 -2.70230
O: -0.13263 -1.84557 -3.64417
O: -1.38481 -1.62495 -3.04132
C: 0.28300 0.40107 -1.49268
C: 0.39423 1.14379 -2.81563
N: 1.77567 1.68336 -2.93180
C: 2.06963 1.80192 -4.37852
C: -0.04704 1.06260 -0.29071
B: -0.32630 2.63219 -0.42752
O: 0.63827 3.58240 -0.20775
C: -1.79252 3.11910 -0.79155
C: -2.71555 1.94449 -1.25734
C: -0.11664 0.36983 0.89582
C: -0.42738 1.22786 2.11273
O: -1.82470 1.52222 2.05151
C: -2.37065 1.77758 3.34615
N: 0.07597 -0.97630 0.95288
C: -0.06140 -1.68533 2.25904
C: -1.17257 -2.78038 2.23842
C: 1.32121 -2.24917 2.76689
C: 1.65560 -1.78649 4.21115
C: 1.05334 -2.81432 5.21140
H: -2.05155 -2.59132 -0.71181
H: -2.12612 -4.15962 0.09281
H: -2.45171 -4.13272 -1.61866
H: -0.19872 -5.03257 -0.74623
H: -0.08246 -4.00343 -2.15508
H: 1.68154 -3.25665 -0.70413
H: 0.76483 -3.64769 0.73434
H: 1.48383 -2.61496 -2.54479
H: 1.66700 -0.99040 -3.19000
H: -1.68909 -0.79427 -3.44561
H: 0.27716 0.47871 -3.68405
H: -0.36834 1.93561 -2.94194
H: 1.79634 2.63775 -2.57981
H: 2.34275 0.83726 -4.83240
H: 2.88044 2.51005 -4.59244
H: 1.18338 2.17937 -4.93298
H: 1.52358 3.18943 -0.24202
H: -1.80091 3.88538 -1.58308
H: -2.27009 3.53273 0.11575
H: -2.93280 1.24059 -0.43806
H: -3.68605 2.30371 -1.62617
H: -2.25550 1.37474 -2.08551
H: 0.11876 2.19194 2.10425
H: -0.18294 0.77979 3.08662
H: -1.69049 2.32690 4.01485
H: -3.25691 2.41381 3.19295
H: -2.74283 0.83377 3.78222
H: -0.39367 -1.02757 3.06307
H: -0.77997 -3.78665 2.06086
H: -1.62831 -2.80541 3.24355
H: -1.98279 -2.49214 1.55849
H: 1.26714 -3.34590 2.71914
H: 2.10502 -1.92075 2.06363
H: 2.75361 -1.85290 4.31306
H: 1.36247 -0.74906 4.42281
H: 1.28554 -3.81601 4.81028
H: 1.48901 -2.71322 6.21119
H: -0.04611 -2.73644 5.20230
C: -6.51631 1.68773 -2.46212
O: -6.18437 1.85925 -1.08674
H: -6.10122 0.74030 -2.79881
H: -7.60072 1.66957 -2.58991
H: -6.09020 2.49910 -3.05865
H: -6.55898 2.69949 -0.80611
C: 3.17681 0.73728 6.43881
O: 1.93496 0.12406 6.77893
H: 3.80588 -0.00740 5.95633
H: 3.01190 1.56977 5.74918
H: 3.67732 1.10043 7.33853
H: 1.39319 0.79534 7.20453
C: 5.89332 2.82432 -6.01075
O: 4.58154 2.36342 -6.33115
H: 6.30780 2.17207 -5.24577
H: 6.53174 2.79011 -6.89589
H: 5.85165 3.84677 -5.62733
H: 4.23139 2.95019 -7.00836

- Frontier orbital gap: 8.88 eV
- Lowest unoccupied orbital energy: -0.1176 Eh
- Calculated total energy: -42641.234 eV
- Charge: +1
- E_HOMO: -12.1 eV

***

5.
CH3F2N2P | wB97M-V/def2-TZVPD

Atoms and positions in Å:
H: -3.33435 0.78509 -0.42906
N: -2.42491 0.51351 0.11350
P: -1.01969 1.01850 0.09005
F: -0.52463 0.12038 1.47967
C: 2.09213 -0.37265 0.54243
N: 1.99073 -1.23037 -0.17202
H: 2.34596 0.44508 1.23886
F: 0.07196 -0.51925 -1.70264
H: 0.80279 -0.76030 -1.16078

- Frontier orbital gap: 10.53 eV
- Energy relative to the best compared isomer or geometry (same formula, charge and spin): 39.6 kcal/mol
- Lowest unoccupied orbital energy: 0.0119 Eh
- SMILES: [H]/N=P/F.C#N.F
- Calculated total energy: -18788.758 eV
- E_HOMO: -10.2 eV

***

6.
C27H69O26P5 | wB97M-V/def2-TZVPD

Atoms and positions in Å:
C: 9.13114 14.34083 2.44948
O: 8.26846 13.15214 2.22761
P: 8.90093 11.81278 1.51851
O: 10.09301 11.34336 2.23564
O: 7.66857 10.84554 1.63161
C: 7.06121 10.54228 2.86919
O: 8.86417 12.15376 -0.08834
C: 10.09220 12.67580 -0.59152
H: 10.19797 14.16253 2.58432
H: 8.61231 15.11422 3.01586
H: 9.02211 14.77920 1.45749
H: 7.43239 9.59463 3.25942
H: 5.98204 10.69501 2.88221
H: 7.43934 11.20053 3.65139
H: 10.95393 12.47556 0.04521
H: 10.07718 13.76293 -0.51394
H: 10.23331 12.41830 -1.64122
C: -4.12005 -3.58289 -8.33772
O: -3.05475 -3.99882 -9.14192
P: -2.04415 -5.23684 -8.79599
O: -2.57228 -6.38825 -8.00769
O: -0.93588 -4.44589 -7.88762
C: 0.23829 -5.17227 -7.53663
O: -1.27658 -5.52493 -10.22292
C: -1.95627 -6.36860 -11.15139
H: -4.96782 -4.21985 -8.59006
H: -4.44920 -2.54783 -8.42949
H: -3.88075 -3.67208 -7.27806
H: 1.14801 -4.57199 -7.52312
H: 0.46599 -6.13059 -8.00339
H: 0.31306 -5.42455 -6.47887
H: -2.94123 -6.68437 -10.80752
H: -1.38447 -7.24963 -11.44280
H: -2.05731 -5.83869 -12.09854
C: 9.29538 1.59808 3.49253
O: 8.35801 1.35916 4.56926
P: 8.66417 1.76327 6.11119
O: 9.87295 1.14295 6.72520
O: 7.24277 1.43372 6.83064
C: 6.98585 0.12735 7.23522
O: 8.64294 3.41774 6.09894
C: 8.96457 4.21775 7.27950
H: 9.20230 2.65436 3.24012
H: 8.92283 0.85336 2.78918
H: 10.26738 1.22043 3.80987
H: 6.27874 0.06233 8.06219
H: 7.87488 -0.32644 7.67318
H: 6.66453 -0.61034 6.49993
H: 9.27456 3.81524 8.24386
H: 8.11672 4.83413 7.57837
H: 9.65364 5.03380 7.06191
C: -6.47597 -9.88854 6.57210
O: -5.13062 -9.69618 6.22988
P: -4.40826 -10.72543 5.24404
O: -5.23427 -11.72023 4.55966
O: -3.82570 -9.69717 4.11297
C: -3.44682 -10.27401 2.82450
O: -3.16690 -11.19612 6.20643
C: -2.14696 -12.05580 5.71775
H: -6.47231 -9.79902 7.65841
H: -6.91894 -10.85885 6.34764
H: -6.88524 -8.97105 6.14924
H: -3.43549 -9.47964 2.07822
H: -4.11791 -11.02818 2.41344
H: -2.48739 -10.79117 2.83676
H: -1.26577 -11.70983 5.17746
H: -2.43276 -12.94441 5.15491
H: -1.68658 -12.40702 6.64122
C: -6.23767 1.48814 2.56127
O: -5.60843 0.26624 3.05664
P: -4.98719 0.35134 4.59812
O: -5.73680 0.98110 5.66020
O: -4.55915 -1.20409 4.93354
C: -4.42052 -1.60340 6.23867
O: -3.52134 1.02840 4.17146
C: -2.53486 1.21845 5.18429
H: -6.06019 2.45470 3.03283
H: -7.26632 1.45630 2.20216
H: -5.77223 1.60100 1.58212
H: -4.43660 -0.78187 6.95486
H: -3.53797 -2.22545 6.38783
H: -5.18167 -2.28964 6.60994
H: -3.04428 1.10364 6.14106
H: -2.19271 2.25246 5.14104
H: -1.74443 0.47857 5.05825
C: -1.92015 10.93898 -8.97151
C: -0.40720 10.91821 -8.60421
O: -0.29730 10.62690 -7.19565
C: 0.85992 10.45793 -6.74190
C: 0.75399 10.03596 -5.33175
O: 1.92302 10.53232 -7.36793
H: -2.43717 9.97941 -8.97013
H: -1.85912 11.22283 -10.02212
H: -2.48060 11.67897 -8.40017
H: 0.17384 10.23780 -9.22674
H: -0.01112 11.91702 -8.78753
H: 0.10749 9.15838 -5.33210
H: 0.24952 10.85137 -4.81339
H: 1.70521 9.81231 -4.84879
C: -0.74375 -1.94994 -0.02116
C: -0.54472 -0.50973 -0.56955
O: 0.56360 0.01221 0.07363
C: 0.87496 1.29055 0.11741
C: 2.12820 1.43757 0.91116
O: 0.36556 2.24295 -0.51815
H: -1.62311 -2.39937 -0.48251
H: -0.89602 -1.98807 1.05748
H: 0.21660 -2.38994 -0.28991
H: -0.30355 -0.53962 -1.63212
H: -1.39571 0.16742 -0.49623
H: 2.60084 2.41683 0.98705
H: 2.97819 0.81052 0.64201
H: 1.88446 1.02327 1.88945
C: -8.65715 -11.30556 -3.18508
C: -7.80319 -10.19724 -3.66309
O: -7.93522 -9.17251 -2.64491
C: -8.38740 -7.93499 -2.97041
C: -8.47615 -6.92854 -1.92494
O: -8.60813 -7.54322 -4.09628
H: -9.62186 -11.00882 -2.77355
H: -8.12817 -11.81660 -2.38065
H: -8.85354 -11.95404 -4.03890
H: -6.74297 -10.44813 -3.63029
H: -8.02413 -9.83961 -4.66877
H: -8.55212 -7.31312 -0.90787
H: -9.38099 -6.34292 -2.08746
H: -7.75226 -6.12895 -2.08221

- Frontier orbital gap: 10.50 eV
- Energy relative to the best compared isomer or geometry (same formula, charge and spin): 22.7 kcal/mol
- Lowest unoccupied orbital energy: 0.0189 Eh
- SMILES: COP(=O)(OC)OC.COP(=O)(OC)OC.COP(=O)(OC)OC.COP(=O)(OC)OC.COP(=O)(OC)OC.CCOC(C)=O.CCOC(C)=O.CCOC(C)=O
- Calculated total energy: -128803.545 eV
- E_HOMO: -10.0 eV